The following is a DFT calculation (the ωB97M-V functional and the def2-TZVPD basis) of a molecular structure, C21H29N2O3 in a non-equilibrium geometry.

Last column: Mulliken charge in e.
Atoms and positions in Å:
C (3.4837, 5.1256, 0.3517)  -1.132
H (4.0546, 4.9459, -0.5233)  0.464
H (3.2765, 6.0927, 0.4286)  0.409
H (3.7909, 4.6828, 1.1842)  0.408
O (1.9797, 4.8576, -0.0363)  -0.442
C (2.0184, 3.5058, -0.2665)  0.800
C (3.0879, 2.5449, -0.1803)  -1.481
C (2.6496, 1.1928, -0.8110)  -0.229
C (1.3916, 0.8419, -1.1107)  0.211
C (0.3417, 1.7499, -0.9715)  -0.274
C (0.8324, 2.9748, -0.8017)  -0.594
H (-0.0276, 3.8646, -0.8181)  0.145
H (-0.7894, 1.5991, -1.2119)  0.448
N (1.0577, -0.6499, -1.4123)  0.412
C (1.8044, -1.6049, -1.0061)  -0.346
H (1.9792, -1.6186, 0.2710)  0.248
H (2.8247, -1.4508, -1.1292)  0.769
C (1.3844, -2.9717, -1.4088)  -1.272
N (-0.0633, -3.0236, -2.0607)  0.077
C (-0.0582, -1.9890, -2.9797)  -0.648
H (-1.2338, -1.5511, -3.1346)  0.212
H (0.2826, -2.4393, -3.9590)  0.327
C (0.8546, -0.8092, -2.8717)  -0.309
H (0.4660, 0.1369, -3.1455)  0.427
H (1.6653, -0.8869, -3.6285)  0.429
C (-1.1779, -3.3157, -1.1369)  -1.327
H (-1.0546, -4.1332, -0.5777)  0.517
H (-1.9629, -3.4306, -1.9061)  0.381
C (-1.4074, -2.2423, 0.1272)  0.648
C (-0.5594, -2.4413, 1.3517)  -0.922
O (0.1451, -1.2639, 1.4330)  -0.353
C (-0.4049, -0.3955, 2.5896)  -1.231
C (-1.7048, 0.0463, 2.4585)  1.183
C (-2.9075, -0.4375, 3.0309)  -0.471
C (-4.1168, 0.0407, 2.7588)  -0.622
C (-4.1590, 0.9691, 1.8655)  -0.500
C (-3.2493, 1.8062, 1.3340)  -0.565
C (-1.7050, 1.1617, 1.8918)  -0.430
H (-0.9511, 1.7547, 1.3186)  0.197
H (-3.0488, 2.6607, 0.8527)  0.667
H (-5.2332, 1.4628, 1.9572)  0.216
H (-4.7113, -0.5345, 3.2279)  0.604
H (-2.6809, -1.3353, 3.6079)  0.317
H (0.3744, 0.4326, 2.8970)  0.335
H (-0.2639, -1.0521, 3.4485)  0.485
H (-1.2743, -2.8111, 2.1994)  0.210
H (0.1170, -3.1911, 1.1907)  0.819
H (-2.6619, -2.5669, 0.4926)  0.238
O (-1.5340, -0.9993, -0.6043)  -0.524
H (-1.6049, -0.3060, 0.2138)  0.127
H (1.3963, -3.8264, -0.8150)  0.512
H (1.9349, -3.3241, -2.4138)  0.295
H (-0.0957, -0.8690, -1.0194)  0.112
H (3.4741, 0.3957, -0.5643)  0.126
H (3.9739, 2.6252, 0.0223)  0.898

Force components x, y, z for each atom (eV/Å):
-4.0 0.3 -4.2
0.6 -0.4 -0.6
0.6 4.4 0.9
0.9 -2.1 3.5
3.7 -3.1 0.9
0.9 -1.7 -1.1
-13.1 -2.6 -5.1
4.5 1.1 3.8
-0.7 -3.2 0.7
-1.4 -1.2 -1.9
-4.5 6.0 1.6
2.3 -2.3 -0.1
2.4 0.0 0.4
-6.2 7.3 -2.3
5.9 -6.3 9.2
-1.3 0.3 -3.2
1.9 0.1 -1.5
-1.9 -1.6 -6.3
2.9 -0.8 4.6
-4.7 1.0 -5.0
3.1 -1.4 0.3
-0.9 0.3 0.5
-0.1 0.6 -0.2
-1.3 0.6 -0.6
0.7 -0.2 1.6
0.0 5.0 -1.3
0.9 -3.9 1.2
-0.6 0.3 1.3
-6.9 -3.8 -3.7
-2.7 0.9 0.1
0.0 3.1 3.3
6.9 -3.0 2.3
-2.2 -2.2 2.1
3.5 -2.7 0.5
6.5 -2.3 1.0
-6.7 9.0 -3.4
6.0 -6.5 4.7
-5.4 9.8 -8.1
0.1 -1.0 1.3
-0.7 3.0 -1.8
1.5 -1.0 -1.4
-6.0 -2.8 2.7
-0.8 0.1 0.4
-1.4 -1.5 -1.6
-0.2 -0.4 0.1
1.6 1.2 -0.9
1.8 -2.2 -0.4
3.6 1.1 -1.2
1.1 2.0 4.4
0.0 -1.5 -2.8
0.6 -0.8 1.8
-0.4 0.9 2.3
1.8 1.1 -0.5
-1.7 1.4 -1.1
9.4 1.2 2.5

Computed properties:
Orbital gap, eV: 9.030
Max |F|, eV/Å: 14.26
Total charge: +1

---

The following is a DFT calculation (the ωB97M-V functional and the def2-TZVPD basis) of a gas-phase ion, C9H12O4PS (charge -1) in a non-equilibrium geometry.

Last column: Mulliken charge in e.
Atoms and positions in Å:
C (-1.0899, 0.7413, -1.0623)  -1.740
C (-0.3307, 1.8843, 1.0390)  -0.874
C (-0.5927, -0.4816, -0.5285)  -0.238
C (0.3972, 0.8315, 1.2949)  -1.147
C (-0.9800, 1.8458, -0.2747)  1.388
C (0.4705, -0.4097, 0.5387)  1.559
C (-1.2346, 3.2186, -0.9109)  -1.314
C (0.2799, -1.6116, 1.4712)  -0.600
C (2.2386, -1.8317, -1.2099)  -1.181
O (-2.1336, -2.6292, -0.5993)  -0.780
O (-3.0288, -0.5883, 0.7704)  -0.727
O (3.0453, -0.9887, 1.0382)  -0.686
O (-1.0193, -1.8774, 1.6771)  -0.458
P (-1.9564, -1.4613, 0.3134)  0.886
S (2.1766, -0.4315, -0.0311)  0.458
H (-1.5374, 0.7511, -1.9482)  0.570
H (-0.3937, 2.6660, 1.7465)  0.463
H (-0.2179, -1.0442, -1.3526)  0.628
H (1.0438, 0.8558, 2.2338)  0.234
H (-0.1762, 3.7996, -1.1570)  0.229
H (-1.4951, 2.9891, -2.0221)  0.291
H (-1.9041, 3.9178, -0.3152)  0.293
H (0.7130, -1.5057, 2.5219)  0.282
H (3.1940, -2.1924, -0.9882)  0.512
H (0.8082, -2.5387, 1.1282)  0.307
H (1.5520, -2.7000, -1.2220)  0.339
H (2.1712, -1.2091, -2.1512)  0.307

Force components x, y, z for each atom (eV/Å):
1.9 3.0 5.2
-0.7 -1.2 -1.8
0.3 -1.7 0.7
2.0 0.1 3.9
-0.6 1.9 -1.9
0.3 -0.3 0.2
1.8 0.6 -2.0
2.7 -1.5 2.1
-2.0 1.6 -1.6
-0.2 -0.1 0.5
-1.2 0.8 0.5
0.3 0.5 1.1
-3.0 0.2 -1.1
1.1 -1.5 -0.7
0.7 -1.1 -0.8
-1.7 0.2 -3.6
-0.1 1.0 0.2
0.0 -1.1 -0.5
-0.9 -0.2 -1.1
-2.4 -1.3 1.2
-0.5 0.8 2.0
0.6 -0.9 -1.1
0.0 0.6 -1.4
1.7 -0.4 -0.1
-0.1 0.7 -0.5
-0.2 0.9 0.4
0.3 -1.4 0.4

Computed properties:
Orbital gap, eV: 7.595
Max |F|, eV/Å: 6.30
Total charge: -1

---

Question: Among the records above, which one has the lowest orbital gap?
Answer: C9H12O4PS

---

Question: The highest total charge belongs to which entry?
Answer: C21H29N2O3

---

Question: max |F| of number 2 (C9H12O4PS)?
Answer: 6.30 eV/Å

---

Question: max |F| of number 2 (C9H12O4PS)?
Answer: 6.30 eV/Å